(1)
20 unconnected molecules or ions with the total composition C40H129N9O20 at a distorted geometry. Source: the OMol25 dataset; level of theory: ωB97M-V/def2-TZVPD.

Geometry as XYZ:
```
198
Properties=species:S:1:pos:R:3:forces:R:3
O 0.29894 -1.19957 -0.06241 -0.9 -1.5 -0.7
H 1.12199 -1.34086 0.41113 2.9 -0.4 1.1
H 0.36710 -0.55909 -0.77426 0.5 1.6 -1.6
H -0.39065 -1.01249 0.57873 -1.6 0.6 1.2
O 3.64660 -0.37524 -1.12672 2.0 0.0 -2.2
H 2.89423 -0.05204 -1.62783 -3.1 0.2 -0.9
H 3.46099 -0.94099 -0.37368 -1.6 -1.7 2.9
H 4.12574 0.39979 -0.82447 1.1 1.2 0.8
C -0.02598 2.23922 -3.24309 0.0 -0.7 -0.7
C 1.28687 1.57225 -2.74285 -0.3 0.1 0.2
O 1.19329 0.31440 -2.14888 0.2 -0.1 0.4
H -0.58055 1.57028 -3.90116 0.1 -0.4 -0.2
H 0.16450 3.11067 -3.86950 0.3 0.2 0.2
H -0.79873 2.49606 -2.51852 0.5 0.1 0.6
H 1.77251 2.31635 -2.11152 0.1 0.3 0.6
H 2.02705 1.52383 -3.54152 -0.1 0.0 -0.9
C 1.79267 0.26540 2.35420 1.4 1.2 0.9
C 3.00334 -0.69114 2.20328 -2.2 -0.9 -1.2
O 2.74611 -1.52363 1.09156 0.2 -0.1 -1.1
H 2.03032 0.94067 3.17616 0.0 0.4 0.2
H 0.79357 -0.07154 2.63051 0.2 -1.0 -0.3
H 1.70159 0.91058 1.48040 0.0 -0.1 -0.2
H 3.11111 -1.31818 3.08833 0.1 0.1 0.4
H 3.94740 -0.17545 2.02740 0.1 0.6 0.4
C 0.10862 -5.10059 2.03447 -0.8 0.4 1.2
C 0.20752 -4.16831 3.27226 0.2 -0.4 0.1
C -1.07274 -3.57903 3.85641 -0.6 0.2 -0.9
O -1.96266 -4.57192 4.28606 -1.0 -0.5 0.4
C -3.07817 -4.05627 5.01280 0.4 -0.9 -0.6
N 0.81022 -4.96430 4.35558 -0.1 0.2 -0.4
H -0.36678 -6.02709 2.35646 -0.2 -0.1 0.1
H 1.09365 -5.36674 1.65108 -0.2 0.5 -0.1
H -0.57001 -4.63931 1.31699 0.3 0.0 -0.5
H 0.80567 -3.29770 3.00329 0.4 0.0 0.0
H -1.59606 -2.94964 3.13660 0.1 0.3 -0.1
H -0.85268 -2.99823 4.75214 0.5 0.6 0.1
H -2.78883 -3.57920 5.94918 0.2 0.1 0.1
H -3.70551 -4.92220 5.22423 0.0 0.1 0.2
H -3.67860 -3.36028 4.42701 0.1 0.2 -0.2
H 0.01016 -5.55238 4.54038 0.1 -0.9 0.5
H 0.81495 -4.37137 5.17321 0.4 0.2 0.4
C 0.48823 4.71374 6.92198 -0.3 -0.8 1.0
C 1.44200 3.55974 6.46497 -1.9 2.0 1.5
C 0.69851 2.27812 6.48385 0.4 -1.9 0.0
O 1.51372 1.29865 5.81502 0.4 -1.0 0.1
C 0.91853 -0.00337 5.77451 -0.4 0.9 0.4
N 1.85955 3.85680 5.17407 1.8 0.3 -2.5
H -0.02147 4.42057 7.83978 0.2 -0.2 0.5
H -0.38129 4.90051 6.29178 0.5 0.0 -0.7
H 1.02137 5.62994 7.17583 0.0 0.0 -0.5
H 2.25384 3.59719 7.19135 0.3 -0.4 -0.2
H -0.21551 2.34008 5.89323 -0.5 0.3 0.2
H 0.52731 1.94576 7.50773 -0.4 -0.1 0.1
H 0.62669 -0.30243 6.78123 -0.2 0.0 0.2
H 1.54127 -0.81455 5.39729 0.5 0.6 -0.3
H 0.03198 0.07424 5.14514 -0.3 -0.3 -0.1
H 2.50542 3.14014 4.87515 0.6 0.0 0.1
H 1.11527 3.67236 4.51669 -0.6 0.5 0.0
C 2.84420 4.95878 -1.00311 0.3 0.7 0.3
C 1.54194 4.94848 -0.17065 0.4 -0.1 -2.2
C 0.31154 5.40550 -1.06960 1.3 -0.7 1.0
O -0.80452 5.26751 -0.24841 -1.4 0.6 0.8
C -2.01656 5.54199 -0.92718 0.2 0.8 -0.3
N 1.29978 3.59415 0.29499 -0.5 0.0 0.7
H 3.71143 4.55782 -0.47848 -0.3 -0.5 0.4
H 3.20877 5.96647 -1.20248 -0.4 0.3 -0.3
H 2.78805 4.43170 -1.95554 -0.3 -0.1 0.0
H 1.67584 5.60598 0.68834 -0.2 0.1 0.0
H 0.17948 4.66925 -1.86244 0.4 0.1 -0.6
H 0.37845 6.41919 -1.46465 0.2 0.2 -0.1
H -2.16586 4.84395 -1.75093 -0.4 -0.5 0.3
H -2.01410 6.51430 -1.41984 0.6 0.4 -0.2
H -2.85358 5.67954 -0.24265 0.1 -1.0 0.2
H 0.31244 3.60312 0.50753 -0.3 -0.3 0.7
H 1.33090 2.91318 -0.45027 0.4 0.1 -0.4
C 8.84068 -2.37061 -0.39420 0.3 0.8 0.7
C 7.55790 -1.99881 -1.14412 0.9 0.2 -0.9
C 6.22279 -2.19075 -0.47182 0.8 -1.5 0.1
O 6.18557 -3.56256 0.03041 -0.5 2.9 1.1
C 6.12195 -4.52384 -0.93656 0.5 -1.6 -0.5
N 7.68323 -0.61492 -1.65261 0.3 0.3 0.2
H 8.84597 -3.28270 0.20257 -0.4 -0.3 -0.6
H 9.16270 -1.62551 0.33328 -0.3 0.4 0.0
H 9.65207 -2.38000 -1.12199 0.1 -0.3 -0.1
H 7.60529 -2.67905 -1.99449 -0.5 -0.2 -0.2
H 5.45771 -2.04905 -1.23515 -0.3 -0.1 0.1
H 6.08026 -1.46988 0.33324 -0.1 -0.3 0.3
H 5.84812 -5.44633 -0.42460 -0.4 0.0 -0.2
H 7.10774 -4.73458 -1.35119 0.3 0.1 -0.3
H 5.44794 -4.30741 -1.76540 -0.3 0.1 0.0
H 8.52363 -0.54434 -2.20835 0.5 0.0 0.3
H 7.00057 -0.35219 -2.34906 -0.7 -0.4 0.1
C 0.87835 0.84201 -7.86036 0.5 0.0 -0.7
C -0.22754 0.14468 -7.06378 0.4 1.4 -1.7
C -1.02869 -0.82434 -7.99334 -0.2 0.5 0.5
O -1.45081 -0.28136 -9.23816 0.9 0.9 0.4
C -2.02598 -1.21652 -10.11518 -0.7 0.1 0.5
N 0.26710 -0.58733 -5.89670 -0.1 -0.3 -0.6
H 0.53913 1.32471 -8.77690 -0.5 -0.2 0.0
H 1.63385 0.13628 -8.20570 0.2 -0.2 0.2
H 1.36289 1.66475 -7.33461 0.1 -0.3 0.5
H -0.83740 1.00578 -6.79050 -0.6 -0.5 0.6
H -1.91846 -1.07767 -7.41695 -0.1 -0.7 0.0
H -0.38239 -1.67537 -8.20814 0.0 -0.4 0.2
H -2.23039 -0.72310 -11.06537 0.4 -0.1 0.0
H -3.00006 -1.51250 -9.72573 -0.2 -0.3 0.1
H -1.42679 -2.12099 -10.22009 0.2 0.0 -0.2
H 0.84385 -0.04570 -5.26893 -0.1 0.7 0.1
H 0.92527 -1.25976 -6.26379 0.0 -0.6 0.1
C -3.99340 -2.40812 -1.20726 -0.1 -0.7 0.5
C -4.62763 -2.30940 0.19841 1.7 -1.1 -0.5
C -4.02462 -3.43076 1.13498 -1.5 0.3 -2.1
O -4.34942 -4.70961 0.55083 0.0 2.3 -0.2
C -3.95995 -5.73616 1.38327 0.1 -0.8 0.2
N -4.29979 -1.02476 0.78601 -0.2 -0.7 0.4
H -4.46246 -3.27474 -1.67317 0.1 0.2 -0.5
H -2.92449 -2.61804 -1.16909 0.1 -0.1 0.4
H -4.02800 -1.51524 -1.83152 -0.7 0.1 0.1
H -5.70322 -2.47809 0.14608 -0.2 -0.1 -0.1
H -4.54766 -3.28912 2.08073 0.2 -0.3 0.5
H -2.94360 -3.31851 1.21808 0.1 0.0 0.2
H -2.89325 -5.68615 1.60182 0.2 -0.2 0.1
H -4.19935 -6.65108 0.84131 0.1 -0.2 0.3
H -4.51282 -5.67349 2.32056 -0.1 -0.3 0.3
H -4.81599 -0.34041 0.25189 -0.1 0.5 0.1
H -4.74609 -1.07432 1.69069 -0.1 0.6 0.5
C 2.01836 -5.38036 -3.24065 -1.4 -0.2 0.3
C 1.26162 -4.06426 -3.07243 -1.2 -0.8 -0.6
C -0.10431 -4.10708 -2.29181 1.4 -1.0 -1.4
O -0.87055 -5.11188 -2.92957 -1.1 -0.4 0.1
C -2.00875 -5.55187 -2.14951 1.0 -0.3 -0.8
N 2.14580 -3.10568 -2.51403 1.0 1.6 0.2
H 1.41718 -5.95521 -3.94510 0.4 -0.3 -0.2
H 2.03052 -5.95869 -2.31681 0.3 0.1 0.1
H 3.03127 -5.19592 -3.59856 -0.1 -0.1 -0.1
H 1.00456 -3.74069 -4.08104 -0.4 -0.1 -0.4
H -0.56453 -3.13666 -2.47780 -0.1 0.3 0.7
H 0.06372 -4.41470 -1.25971 0.0 0.6 0.3
H -2.32228 -6.51678 -2.54796 0.3 -0.1 0.0
H -2.89730 -4.92975 -2.25689 0.3 0.5 0.3
H -1.64818 -5.68880 -1.13003 -0.5 0.1 0.3
H 1.78312 -2.18524 -2.71736 -0.5 0.6 0.6
H 2.94332 -3.08601 -3.13345 0.6 -0.3 0.1
C -3.96411 2.33135 -0.11651 0.3 0.3 -1.1
C -5.40269 2.32680 -0.67736 -0.1 1.8 2.3
C -5.74025 3.49215 -1.62262 0.9 -0.1 -0.6
O -5.36386 4.65377 -0.97201 -0.1 0.0 2.6
C -5.94758 5.79864 -1.46976 0.4 0.3 -1.0
N -5.82456 1.02017 -1.00504 0.0 -1.7 -1.5
H -3.66313 1.38832 0.33982 -0.1 -0.1 -0.3
H -3.73432 3.09258 0.62903 -0.5 0.3 -0.1
H -3.33106 2.54886 -0.97677 0.6 -0.3 0.1
H -5.98447 2.56846 0.21216 -0.5 0.4 0.1
H -6.79271 3.54799 -1.90065 -0.4 -0.4 0.2
H -5.18809 3.60526 -2.55558 0.2 -1.3 -0.7
H -5.31104 6.07062 -2.31174 -0.2 0.8 -0.4
H -5.96400 6.58621 -0.71639 0.0 -0.1 -0.1
H -6.93937 5.59772 -1.87483 -0.3 0.2 0.2
H -5.11924 0.56135 -1.56369 0.5 -0.1 -0.2
H -6.60665 1.00643 -1.64397 -0.5 0.2 0.2
C -2.01262 7.46182 3.37641 0.2 -0.9 0.8
C -1.04079 6.24081 3.73006 -0.3 1.2 -0.7
C -1.65919 4.79548 3.56212 -0.2 1.4 1.3
O -0.65557 3.81630 3.61018 1.1 0.6 -0.7
C -1.04139 2.58185 3.08484 -0.7 -0.5 0.5
N 0.19833 6.37099 2.99725 0.4 -0.2 -0.8
H -2.81209 7.52119 4.11494 -0.5 -0.6 -0.3
H -2.39671 7.46399 2.35634 -0.2 -0.5 0.0
H -1.62451 8.47115 3.51324 1.1 -0.3 0.0
H -0.67751 6.41783 4.74239 -0.7 -0.4 0.4
H -2.28302 4.72566 2.67102 0.1 0.0 -0.3
H -2.26282 4.61593 4.45178 -0.7 0.1 0.0
H -1.77229 2.16825 3.77970 -0.5 -0.4 -0.1
H -0.22529 1.85947 3.06996 0.3 0.5 -0.1
H -1.49748 2.67615 2.09935 0.1 0.0 -0.2
H 0.03267 6.42586 2.00244 -0.4 0.2 -0.4
H 0.63694 5.46435 3.07285 0.6 -0.1 0.2
O -2.60973 -0.65225 4.12312 -0.2 0.2 0.3
H -2.16392 -0.84667 4.94755 0.3 -0.1 0.2
H -3.54022 -0.75274 4.32395 -0.3 0.0 0.0
O 4.22320 -3.90634 2.19842 0.1 -0.4 0.8
H 5.10461 -3.82698 1.83367 0.2 0.0 -0.3
H 3.80696 -3.06632 2.00512 -0.3 0.5 -0.3
O -1.90599 -0.86893 -4.20973 -1.2 -0.1 0.7
H -2.16927 -1.75549 -4.45656 0.0 -0.2 -0.1
H -1.15467 -0.67674 -4.77080 0.9 -0.2 -0.5
O -1.60871 -0.85253 1.68461 1.3 -0.1 -0.6
H -2.39689 -1.19427 1.26244 -0.9 0.3 -0.5
H -1.89085 -0.62352 2.57015 0.0 0.1 0.5
O -1.83573 0.31763 -1.70789 -0.4 0.2 1.0
H -1.01109 0.37936 -2.18998 0.5 -0.2 -0.3
H -2.33724 -0.35072 -2.17484 0.1 -0.1 -0.4
O 4.84733 1.58751 -0.02988 0.1 0.2 -0.1
H 4.41441 1.93978 0.74775 -0.5 0.1 0.3
H 5.76668 1.83226 0.07567 0.4 -0.1 -0.2
O 2.33712 -4.34986 0.06636 -0.3 -0.8 0.0
H 2.69555 -3.56410 0.47908 0.2 0.4 0.3
H 2.35866 -4.15944 -0.87147 0.1 0.5 -0.3
```
Forces are in eV/Å.

F_max	0.072	Eh/bohr
E_LUMO	-0.05	eV

(2)
2 unconnected molecules or ions with the total composition C40H20F15O2Si at a distorted geometry. Source: the OMol25 dataset; level of theory: ωB97M-V/def2-TZVPD.

Geometry as XYZ:
```
78
Properties=species:S:1:pos:R:3:forces:R:3
C -2.26222 -2.88398 -1.28419 0.4 -0.3 -0.3
C -2.72217 -1.68978 -0.53460 -0.6 1.8 -0.7
C -3.05022 -0.51026 -1.12613 -0.2 -1.3 0.8
O -2.87464 -1.88432 0.79282 0.6 0.1 1.5
Si -2.17614 -1.28041 2.20051 -0.6 -0.6 -0.7
C -2.98553 -2.11640 3.65697 -0.3 -0.2 0.3
C -2.85223 -1.55844 4.93080 0.1 0.2 0.2
F -2.15818 -0.39417 5.06788 -0.4 -0.7 -0.1
C -3.40337 -2.12545 6.07661 0.0 0.2 0.3
F -3.28625 -1.52547 7.27947 0.0 -0.5 -0.9
C -4.09025 -3.33689 5.96336 -0.1 -0.2 0.3
F -4.59831 -3.93454 7.05680 0.4 0.5 -0.9
C -4.23092 -3.93529 4.71096 -0.2 -0.5 -0.1
F -4.88312 -5.11015 4.59470 0.4 0.8 0.1
C -3.68911 -3.32070 3.58230 -0.1 -0.1 -0.3
F -3.86775 -3.92017 2.37824 0.1 0.3 1.0
C -0.35133 -1.71112 2.31373 0.8 -0.1 0.2
C 0.63081 -0.86420 2.84161 -0.1 0.4 0.2
F 0.26690 0.34859 3.32753 0.3 -0.7 -0.3
C 1.98153 -1.20247 2.91376 0.2 0.2 0.1
F 2.88808 -0.34803 3.43331 -0.7 -0.6 -0.4
C 2.39776 -2.44576 2.43494 0.3 -0.1 -0.1
F 3.70476 -2.76480 2.40874 -1.0 0.2 0.1
C 1.44533 -3.35296 1.97198 0.0 -0.4 -0.2
F 1.82110 -4.57596 1.54439 -0.2 0.8 0.3
C 0.10325 -2.98018 1.94846 -0.5 -0.3 -0.1
F -0.81497 -3.91635 1.57263 0.7 0.7 0.1
C -2.51273 0.55291 2.16098 -0.2 0.9 0.0
C -3.62937 1.18947 2.71684 -0.3 -0.6 0.1
F -4.52342 0.46014 3.43539 0.7 0.7 -0.4
C -3.89720 2.54157 2.51332 -0.5 0.4 0.3
F -4.94269 3.14054 3.12067 0.8 -0.5 -0.6
C -3.09604 3.27556 1.63545 -0.3 0.3 -0.2
F -3.41532 4.54221 1.31525 0.3 -1.0 0.4
C -1.99892 2.66551 1.03199 0.0 0.3 -0.4
F -1.29979 3.34065 0.08350 -0.3 -0.4 0.9
C -1.71422 1.35004 1.35084 0.4 -0.4 -0.1
F -0.59804 0.76739 0.80029 -0.8 0.5 0.2
H -2.78359 -2.93687 -2.24960 0.2 -0.1 0.3
H -1.18208 -2.80194 -1.46993 -0.2 -0.2 0.1
H -2.43852 -3.79011 -0.69738 0.0 0.2 -0.2
H -3.58487 0.25485 -0.57480 0.3 0.1 0.0
H -3.01534 -0.42174 -2.20239 -0.1 0.0 0.0
C 5.92591 4.94076 -0.47440 -0.1 0.1 -0.1
C 6.02759 4.13416 -1.60956 0.0 0.0 0.0
C 4.96410 4.01897 -2.50288 -0.5 0.3 0.3
C 3.80019 4.74927 -2.23959 0.1 -0.2 0.8
O 2.67972 4.59602 -3.07224 -0.7 -1.3 -0.3
C 2.00476 3.37953 -2.95487 0.8 0.9 0.1
C 1.26561 3.08380 -1.79887 0.0 -0.1 -0.1
C 0.55503 1.90061 -1.74260 -0.2 0.4 0.1
C 0.61752 0.93458 -2.77904 0.2 0.0 -0.1
C -0.06534 -0.31309 -2.68083 1.1 0.7 -0.4
C 0.49957 -1.48713 -3.26724 0.5 -0.7 -0.5
C -0.27328 -2.42612 -4.00480 0.1 0.3 0.2
C 0.34512 -3.45086 -4.70993 -0.1 0.0 0.1
C 1.73949 -3.57991 -4.70442 0.0 0.4 0.2
C 2.52212 -2.68274 -3.95874 0.0 -0.3 0.0
C 1.91360 -1.69559 -3.19772 -0.3 0.6 -0.5
C 1.41577 1.26363 -3.91818 0.3 -0.4 0.0
C 2.07791 2.46916 -4.01659 -0.1 0.0 -0.1
C 3.67604 5.57677 -1.11981 0.1 -0.4 -0.3
C 4.74987 5.65516 -0.23302 0.1 0.1 -0.1
H 6.76835 5.02030 0.21614 -0.3 0.0 -0.2
H 6.94055 3.57919 -1.80638 -0.1 0.1 0.1
H 5.00051 3.35973 -3.37015 0.1 0.2 0.2
H 1.26107 3.80115 -0.97832 -0.1 -0.3 -0.2
H -0.02395 1.66827 -0.86539 0.0 0.1 -0.1
H -1.01233 -0.34176 -2.15863 -0.1 -0.1 0.2
H -1.35100 -2.26951 -4.06137 0.3 -0.2 0.0
H -0.25446 -4.15415 -5.28718 0.1 0.2 0.2
H 2.21075 -4.38005 -5.28004 -0.1 0.3 0.2
H 3.61262 -2.75318 -3.99357 -0.4 -0.1 0.2
H 2.50629 -1.02539 -2.56790 -0.2 -0.2 -0.3
H 1.50420 0.53384 -4.72051 -0.1 0.2 0.1
H 2.68960 2.72188 -4.88452 -0.3 -0.1 0.2
H 2.73494 6.10104 -0.93785 0.4 -0.1 -0.1
H 4.66089 6.28115 0.65299 0.1 -0.1 -0.2
```
Forces are in eV/Å.

F_max	0.040	Eh/bohr
charge	+1
E_LUMO	-5.60	eV